Below is the molecule C3H7NO2S at a distorted geometry, with properties calculated with ωB97M-V with the def2-TZVPD basis set.

Summary:
Max |F| (eV/A): 1.84
Energy relative to the best compared isomer or geometry (same formula, charge and spin) (kcal/mol): 13.16
LUMO level (eV): 0.477
Structure (SMILES): N[C@@H](CS)C(=O)O
2S+1: 1
E_HOMO (eV): -9.48
M (g/mol): 121.16
Gap between HOMO and LUMO (eV): 9.96

```
14
C3H7NO2S (ωB97M-V with the def2-TZVPD basis set)
C -0.362 0.194 -0.494
C 1.060 -0.323 -0.873
C -1.270 -0.894 0.085
H 0.560 1.887 0.392
H -1.179 1.951 0.406
H -0.811 0.453 -1.438
H 1.627 0.535 -1.232
H 0.950 -1.100 -1.638
H 1.818 -0.218 1.469
H -0.899 -0.130 1.720
N -0.310 1.364 0.358
O -1.423 -0.894 1.404
O -1.777 -1.724 -0.624
S 2.016 -1.102 0.463
```